{"formula": "C22H54MgN2O11S7", "method": "ωB97M-V with the def2-TZVPD basis set", "e_tot_ev": -130473.3557, "largest_force_ev_per_a": 16.6, "homo_energy_ha": -0.23175, "lumo_ha": 0.0013, "species": ["Mg", "C", "O", "O", "O", "C", "C", "N", "H", "H", "H", "C", "C", "N", "H", "H", "H", "C", "S", "O", "C", "H", "H", "H", "H", "H", "H", "C", "S", "O", "C", "H", "H", "H", "H", "H", "H", "C", "S", "O", "C", "H", "H", "H", "H", "H", "H", "C", "S", "O", "C", "H", "H", "H", "H", "H", "H", "C", "S", "O", "C", "H", "H", "H", "H", "H", "H", "C", "S", "O", "C", "H", "H", "H", "H", "H", "H", "C", "S", "O", "C", "H", "H", "H", "H", "H", "H", "C", "C", "O", "C", "H", "H", "H", "H", "H", "H"], "xyz": [[0.441961, 0.309440, 0.575087], [0.372581, -1.894760, 0.788757], [1.261981, -1.365750, 1.430507], [0.551611, -1.392500, -0.327713], [-0.632029, -1.211000, 1.085187], [-1.735189, -3.244670, 3.295287], [-2.628349, -4.183090, 3.946297], [-3.322439, -4.907810, 4.419117], [-2.337829, -2.338350, 3.236177], [-1.645529, -3.568010, 2.258217], [-0.748549, -3.161170, 3.750997], [3.238101, -1.138720, 3.636097], [3.245711, 0.241830, 3.176137], [3.312381, 1.347970, 2.857277], [2.262021, -1.441700, 4.014987], [3.968011, -1.166970, 4.445127], [3.679421, -1.714240, 2.822397], [-4.164669, 4.049070, 0.874537], [-3.662789, 5.827160, 0.791187], [-2.850549, 6.077620, 2.051887], [-2.741809, 5.823010, -0.714763], [-3.281489, 3.410380, 0.861987], [-4.794039, 3.834120, 0.010947], [-4.813619, 3.836610, 1.724137], [-1.862449, 5.179090, -0.729093], [-2.427889, 6.834300, -0.973313], [-3.490189, 5.577280, -1.468183], [-0.655339, 0.020860, 4.139077], [-0.345309, 1.742740, 3.485777], [0.068261, 1.494240, 2.060397], [-2.012919, 2.386370, 3.441857], [0.226911, -0.615600, 4.207327], [-1.326059, -0.390180, 3.384567], [-1.202529, 0.001820, 5.081587], [-2.011249, 3.439140, 3.159437], [-2.466939, 2.423800, 4.432097], [-2.668329, 1.967100, 2.678477], [-3.755769, -5.022290, 0.042957], [-4.776549, -3.720370, -0.718143], [-6.051309, -3.722510, 0.108037], [-3.732889, -2.314750, -0.027263], [-3.760079, -5.045910, 1.132687], [-2.751359, -4.752390, -0.283253], [-4.067619, -5.992100, -0.344743], [-4.210499, -1.344920, -0.166613], [-2.790759, -2.306500, -0.575383], [-3.560069, -2.415530, 1.044217], [-2.022399, 0.990220, -2.696173], [-1.525829, 2.223630, -1.443463], [-0.821789, 1.377350, -0.363493], [-0.231169, 3.011100, -2.499063], [-2.205799, 1.437420, -3.673143], [-2.872929, 0.448370, -2.282533], [-1.247589, 0.236600, -2.837023], [0.504041, 2.222100, -2.657373], [0.233201, 3.868100, -2.011193], [-0.613769, 3.281600, -3.483213], [2.514701, 5.981620, 0.654127], [0.655051, 5.947850, 0.518707], [0.342661, 5.762890, -0.951623], [0.418281, 4.356480, 1.389377], [2.943991, 6.856120, 0.165167], [2.883261, 5.052160, 0.220117], [2.844781, 5.960240, 1.692727], [-0.632539, 4.077690, 1.310937], [0.626741, 4.392860, 2.458647], [0.939061, 3.464100, 1.042167], [3.245621, 2.103470, -2.176783], [3.277971, 1.649830, -0.385363], [1.825731, 1.417470, 0.007947], [3.880981, -0.036510, -0.683603], [2.636741, 1.349040, -2.674973], [4.207981, 2.021080, -2.681933], [2.876201, 3.095240, -2.437633], [4.115661, -0.486350, 0.281107], [4.706791, -0.142980, -1.387033], [3.050761, -0.606860, -1.100183], [2.829651, -6.003430, -1.508923], [1.250771, -5.875140, -2.433363], [1.408981, -5.409230, -3.855863], [0.603891, -4.483990, -1.500093], [2.740381, -6.080310, -0.425313], [3.420061, -5.090640, -1.588573], [3.509191, -6.753640, -1.913303], [0.573661, -4.803850, -0.458523], [-0.407099, -4.124870, -1.692573], [1.312801, -3.676210, -1.681853], [1.038481, -2.186690, -4.051393], [2.523101, -2.120190, -4.306323], [2.895201, -1.580390, -5.341123], [3.395631, -2.854030, -3.325173], [0.490431, -1.904270, -4.950263], [0.827681, -1.520870, -3.214523], [0.745161, -3.214110, -3.835803], [3.194891, -3.925080, -3.351023], [3.329781, -2.434720, -2.321213], [4.416981, -2.722470, -3.682423]], "atomic_forces_ev_per_a": [[-0.4, -1.0, 0.5], [-0.4, 9.7, -1.2], [10.8, -3.4, 9.9], [3.3, -4.6, -15.6], [-13.7, -2.5, 6.7], [-0.9, -0.1, -0.6], [3.6, 2.9, -1.9], [-3.5, -3.6, 2.4], [0.7, 0.4, 0.1], [0.3, 0.1, 0.0], [-0.3, 0.2, 0.0], [0.9, 0.5, 0.2], [-0.3, 0.8, -0.1], [0.0, -0.5, 0.0], [0.2, -0.2, -0.6], [0.0, -0.1, 0.2], [-0.7, -0.5, 0.1], [0.1, 0.4, -0.7], [-1.1, 0.0, 2.3], [-0.1, -0.5, -1.5], [0.4, -0.1, -0.4], [0.0, 0.0, 0.1], [0.2, 0.0, -0.3], [0.4, 0.5, 0.3], [-0.2, 0.0, -0.1], [0.1, 0.1, 0.4], [0.1, -0.4, -0.1], [-1.1, 0.6, -0.4], [0.5, -1.3, 0.4], [-0.3, 0.7, 1.3], [-0.7, 0.7, -0.2], [0.2, 0.6, -0.3], [0.3, -0.2, -0.2], [0.2, 0.5, 0.2], [0.7, 0.2, 0.0], [0.1, -0.5, 0.1], [0.2, -0.8, 0.3], [0.4, 0.3, -0.6], [-0.7, 0.7, 2.8], [0.9, 0.1, -1.2], [-0.2, -0.4, -0.6], [-0.5, 0.4, 0.0], [0.2, -0.5, -0.1], [0.1, 0.1, -0.1], [-0.3, -0.2, -0.3], [0.2, 0.0, 0.2], [0.0, -0.4, -0.1], [0.1, -0.2, 0.3], [1.4, -1.4, 0.0], [-2.0, 2.1, -2.3], [0.2, -0.7, 0.3], [-0.4, 0.2, 0.2], [-0.2, 0.3, -0.2], [0.4, 0.2, 0.3], [0.0, 0.0, 0.1], [-0.3, 0.0, 0.2], [-0.4, 0.1, 0.2], [-0.5, -0.5, 0.1], [1.0, -0.3, 0.1], [0.4, -0.3, 0.9], [-0.3, -0.5, -0.1], [-0.4, -0.1, -0.1], [0.0, 0.1, -0.3], [-0.4, 0.2, 0.2], [-0.2, 0.4, -0.1], [0.1, 0.7, 0.0], [0.5, 0.4, -0.6], [-0.2, -0.5, -0.4], [-0.4, -0.5, -0.9], [2.3, 1.3, -1.0], [-0.1, -0.3, 0.1], [-0.3, 0.0, 0.1], [0.4, -0.1, 0.6], [-0.2, 0.0, 0.7], [0.0, 0.2, 0.0], [0.2, 0.5, 0.2], [-0.4, 0.2, 0.1], [1.0, 1.2, -0.3], [-1.1, -0.8, -0.2], [0.6, -0.1, 1.0], [0.5, 0.2, 0.5], [-0.7, -0.6, -0.1], [-0.2, 0.4, -0.3], [-0.6, -0.4, 0.0], [0.4, 0.1, 0.2], [0.1, -0.4, -0.8], [-0.2, 0.2, 0.5], [0.0, -0.1, -0.1], [-1.3, -0.1, -1.6], [0.7, -0.4, 1.3], [1.2, 0.6, -0.7], [0.2, 0.3, 0.1], [-0.4, -0.1, 0.3], [0.1, 0.1, 0.3], [-0.4, 0.2, 0.0], [-0.3, -0.2, 0.1], [0.2, 0.0, 0.2]]}

{"formula": "C22H54N6NbO7", "method": "ωB97M-V with the def2-TZVPD basis set", "e_tot_ev": -48508.4130, "largest_force_ev_per_a": 2.6, "homo_energy_ha": -0.15094, "total_charge": -1, "lumo_ha": 0.0608, "species": ["C", "O", "C", "C", "C", "Nb", "C", "C", "C", "N", "O", "H", "H", "H", "H", "H", "H", "H", "H", "H", "H", "H", "H", "H", "H", "H", "H", "H", "H", "H", "C", "C", "O", "N", "C", "H", "H", "H", "H", "H", "H", "H", "C", "C", "O", "N", "C", "H", "H", "H", "H", "H", "H", "H", "C", "C", "O", "N", "C", "H", "H", "H", "H", "H", "H", "H", "C", "C", "O", "N", "C", "H", "H", "H", "H", "H", "H", "H", "C", "C", "O", "N", "C", "H", "H", "H", "H", "H", "H", "H"], "xyz": [[-0.946630, -0.047220, 2.510876], [-0.251791, -0.740600, 1.492802], [-1.081593, -1.628072, 0.776300], [-1.057762, -3.090498, 1.234611], [0.283005, -3.542182, 1.882909], [0.077641, -3.904322, 4.120989], [1.440545, -2.191680, 4.765940], [2.934281, -2.324350, 4.379461], [3.297070, -1.711179, 3.052931], [2.639156, -0.581482, 2.594581], [4.140964, -2.212116, 2.379881], [-0.204827, 0.414641, 3.147602], [-1.555631, 0.759452, 2.107757], [-1.537250, -0.720330, 3.116953], [-2.107359, -1.260252, 0.786215], [-0.746051, -1.605863, -0.255565], [-1.179311, -3.679712, 0.324367], [-1.901653, -3.352069, 1.850138], [1.060685, -2.830648, 1.621969], [0.582938, -4.495001, 1.461385], [1.542112, -5.032596, 4.110981], [-0.350850, -4.344635, 5.849959], [-1.396229, -2.797205, 4.149846], [-0.963169, -5.363371, 3.649839], [1.033059, -1.225327, 4.490450], [1.399399, -2.209402, 5.854720], [3.537378, -1.811506, 5.128678], [3.235652, -3.352190, 4.343035], [2.128286, -0.757470, 1.740846], [2.030250, -0.173137, 3.289919], [-3.664696, 3.173279, -0.251073], [-2.331268, 3.497222, 0.372294], [-2.066379, 3.254730, 1.539648], [-1.404229, 4.082453, -0.436761], [-1.545331, 4.425199, -1.839961], [-4.301058, 2.710928, 0.498155], [-4.149207, 4.081784, -0.610990], [-3.535253, 2.473253, -1.078807], [-0.530349, 4.281809, 0.023567], [-0.786813, 3.905738, -2.422473], [-1.401947, 5.501816, -1.968277], [-2.528001, 4.148884, -2.209200], [-7.225597, 4.425330, -3.581043], [-5.886289, 4.757086, -2.968526], [-5.631239, 4.513464, -1.798635], [-4.956003, 5.342217, -3.768664], [-5.072027, 5.700991, -5.169723], [-7.851273, 3.966720, -2.821795], [-7.716723, 5.330829, -3.939526], [-7.106312, 3.722855, -4.406959], [-4.085584, 5.538881, -3.298596], [-4.306920, 5.176533, -5.744383], [-4.917660, 6.775143, -5.285010], [-6.049079, 5.440920, -5.561874], [2.012042, 2.610789, -3.996176], [1.508059, 3.921017, -4.541668], [0.321781, 4.227626, -4.527899], [2.425309, 4.779468, -5.062647], [3.861015, 4.598750, -5.166814], [1.178050, 2.036205, -3.613985], [2.494338, 2.029763, -4.779508], [2.715878, 2.787728, -3.180646], [2.024212, 5.636346, -5.409541], [4.370117, 5.394470, -4.619843], [4.160601, 4.650411, -6.215362], [4.165006, 3.641011, -4.760125], [0.614421, -2.453972, -5.221008], [0.422764, -0.971530, -5.010937], [1.362138, -0.216386, -4.815108], [-0.848481, -0.490588, -5.040514], [-2.082140, -1.224493, -5.250109], [1.674785, -2.678995, -5.166426], [0.097470, -3.020167, -4.445511], [0.242475, -2.753090, -6.202127], [-0.905041, 0.505449, -4.891302], [-2.595110, -0.832223, -6.130562], [-2.732774, -1.098932, -4.383194], [-1.890112, -2.281658, -5.395461], [4.536878, -4.957086, 8.651373], [4.106054, -4.986463, 7.201026], [3.277343, -4.222405, 6.752742], [4.684874, -5.918018, 6.388584], [5.683627, -6.910171, 6.726121], [3.988924, -4.169182, 9.158699], [4.313231, -5.908055, 9.137741], [5.605293, -4.748296, 8.730688], [4.345953, -5.881130, 5.438139], [6.574896, -6.757198, 6.112989], [5.291174, -7.909419, 6.523538], [5.961874, -6.847326, 7.773068]], "atomic_forces_ev_per_a": [[0.3, 0.1, -0.1], [0.0, 0.1, 0.0], [-0.1, -0.3, 0.0], [0.8, -0.4, -0.5], [-1.3, 0.0, 0.3], [1.5, 1.5, -0.5], [0.4, -0.9, 0.0], [-0.8, 1.2, 0.2], [-1.0, 0.1, 0.8], [-0.2, 0.6, 0.5], [1.7, -1.1, -1.6], [0.2, 0.1, 0.2], [-0.2, 0.1, -0.2], [-0.2, -0.3, 0.2], [-0.2, 0.2, 0.0], [0.2, 0.2, -0.3], [-0.3, 0.0, -0.3], [-0.3, 0.2, 0.4], [0.3, 0.2, 0.3], [0.1, -0.3, -0.1], [0.1, -0.3, 0.2], [-0.6, -0.3, 0.0], [-0.3, 0.1, 0.3], [0.0, -0.2, 0.0], [-0.2, 0.2, -0.1], [-0.2, -0.1, 0.3], [0.3, 0.0, 0.2], [0.3, -0.3, 0.0], [0.1, 0.2, -0.2], [-0.2, -0.2, -0.2], [0.2, 0.1, 0.3], [0.1, -0.2, 0.2], [-0.1, 0.1, 0.0], [-0.3, 0.0, 0.0], [0.4, 0.0, 0.4], [0.1, 0.0, 0.1], [0.2, -0.4, 0.0], [-0.1, 0.1, -0.1], [0.0, 0.0, 0.0], [-0.1, 0.1, -0.2], [-0.1, 0.0, -0.2], [0.0, 0.0, 0.1], [0.0, 0.0, 0.0], [0.1, 0.0, 0.2], [-0.5, 0.3, -0.5], [-0.2, -0.1, 0.0], [0.3, 0.0, 0.3], [0.1, 0.0, 0.1], [0.0, 0.0, -0.1], [-0.1, 0.1, -0.1], [0.0, 0.0, 0.0], [-0.1, 0.0, -0.1], [-0.1, 0.0, -0.1], [0.0, 0.0, 0.0], [0.0, 0.3, 0.1], [-0.1, 0.0, 0.0], [0.1, 0.0, -0.1], [0.0, -0.1, 0.1], [-0.3, 0.3, -0.1], [0.0, 0.0, 0.0], [0.1, -0.1, 0.1], [0.1, -0.1, -0.1], [0.0, 0.0, 0.0], [0.1, -0.1, 0.0], [0.1, -0.1, 0.0], [0.0, 0.0, 0.0], [0.0, 0.0, 0.0], [0.1, 0.1, 0.1], [0.0, -0.2, -0.1], [0.1, -0.2, -0.1], [0.1, 0.4, 0.1], [0.0, 0.1, 0.0], [0.0, -0.1, -0.1], [-0.1, -0.1, 0.1], [0.0, 0.0, 0.0], [-0.1, -0.1, 0.0], [-0.1, -0.1, 0.0], [0.0, 0.0, 0.0], [0.0, 0.0, 0.0], [-0.1, 0.0, -0.3], [0.0, 0.2, 0.3], [0.1, 0.0, 0.2], [-0.3, 0.1, -0.4], [-0.1, 0.0, -0.1], [0.1, 0.0, 0.0], [0.0, -0.1, 0.1], [-0.1, 0.0, 0.0], [0.1, -0.1, 0.1], [0.1, -0.1, 0.1], [0.0, 0.0, 0.0]]}

Q: What is the formula in the first record?
A: C22H54MgN2O11S7